C44H53AsGeN2O5SZr | wB97M-V/def2-TZVPD

Cartesian coordinates (Å):
Zr -0.0409 -0.9598 0.5038
O 4.2559 -0.5375 1.8815
C 3.1678 -1.1545 1.4405
O 2.2654 -0.5410 0.9071
C 3.2536 -2.6480 1.6424
O 2.1526 -3.3180 1.1158
C 1.3463 -3.9667 2.0895
C 0.6086 -2.9656 2.9729
O 0.4237 -3.1765 4.1486
O 0.2447 -1.8707 2.3520
H 4.1738 0.4074 1.6768
H 3.3979 -2.8282 2.7137
H 4.1665 -2.9682 1.1307
H 1.9403 -4.6366 2.7141
H 0.6138 -4.5563 1.5345
C 0.9702 5.8030 3.5025
C 0.8222 4.5211 4.3206
C -0.3626 4.6860 5.2832
C 2.1107 4.2997 5.1251
C 0.5723 3.3019 3.4424
C 0.4074 2.0428 4.0141
C 0.1959 0.9421 3.2116
N 0.1234 1.0252 1.8788
C 0.2411 2.2288 1.3091
C 0.4844 3.3729 2.0583
C 0.0450 2.2694 -0.1632
C -0.1222 3.4523 -0.8574
C -0.4150 3.4398 -2.2209
C -0.5347 2.1952 -2.8188
C -0.3315 1.0512 -2.0676
N -0.0345 1.0778 -0.7711
C -0.5954 4.7523 -2.9718
C -0.9302 4.5240 -4.4451
C 0.7116 5.5530 -2.8809
C -1.7368 5.5498 -2.3264
H 1.1500 6.6410 4.1769
H 0.0660 6.0275 2.9331
H 1.8139 5.7495 2.8113
H -0.2006 5.5563 5.9215
H -0.4838 3.8156 5.9282
H -1.2947 4.8323 4.7350
H 2.2979 5.1616 5.7678
H 2.9695 4.1767 4.4624
H 2.0436 3.4168 5.7610
H 0.4449 1.9009 5.0853
H 0.0785 -0.0507 3.6252
H 0.6027 4.3202 1.5582
H -0.0551 4.3953 -0.3364
H -0.7782 2.0845 -3.8648
H -0.4070 0.0698 -2.5174
H -0.1352 3.9836 -4.9619
H -1.0515 5.4878 -4.9410
H -1.8621 3.9689 -4.5661
H 1.5406 4.9982 -3.3236
H 0.9728 5.7828 -1.8468
H 0.6053 6.4972 -3.4178
H -2.6734 4.9911 -2.3629
H -1.8776 6.4899 -2.8626
H -1.5280 5.7906 -1.2832
S -2.4195 -0.1058 0.8346
C -3.5181 -0.9019 -0.3219
C -4.6743 -0.2382 -0.7302
C -5.5333 -0.8348 -1.6410
C -5.2503 -2.0891 -2.1681
C -4.1020 -2.7541 -1.7643
C -3.2510 -2.1675 -0.8395
As -1.6504 -3.0375 -0.1931
C -2.3218 -4.3837 1.0159
C -2.7095 -5.6324 0.5373
C -3.1993 -6.5862 1.4181
C -3.3032 -6.2982 2.7724
C -2.9228 -5.0519 3.2497
C -2.4351 -4.0936 2.3724
C -0.7655 -3.8050 -1.6395
C 0.0316 -4.9465 -1.4824
C 1.0730 -5.2326 -2.3399
C 1.2067 -4.3985 -3.4961
C 0.5305 -3.2347 -3.6129
C -0.1832 -2.6476 -2.4257
H -4.8917 0.7458 -0.3343
H -6.4287 -0.3093 -1.9498
H -5.9166 -2.5413 -2.8913
H -3.8473 -3.7243 -2.1774
H -2.6237 -5.8549 -0.5193
H -3.4985 -7.5574 1.0446
H -3.6816 -7.0475 3.4562
H -2.9983 -4.8243 4.3050
H -2.1444 -3.1187 2.7465
H -0.2049 -5.6584 -0.6944
H 1.6257 -6.1581 -2.2558
H 1.8048 -4.7510 -4.3320
H 0.5502 -2.6745 -4.5390
H -0.9896 -1.9896 -2.7810
C 2.4320 -0.7651 -4.2470
Ge 2.3666 -0.9631 -2.2883
C 3.9254 -2.0681 -1.7866
C 2.8914 0.8897 -1.7752
C 0.7647 -1.7906 -1.4425
H 3.2748 -0.1069 -4.4735
H 1.5265 -0.3068 -4.6503
H 2.5805 -1.7223 -4.7391
H 4.6184 -2.1208 -2.6282
H 3.6088 -3.0842 -1.5430
H 4.4767 -1.6439 -0.9427
H 3.9450 0.9975 -2.0472
H 2.7829 1.1168 -0.7161
H 2.3290 1.6322 -2.3452
H 1.2898 -2.6167 -0.9270

Force components x, y, z for each atom (eV/Å):
Zr 0.3388 0.4271 0.2474
O 0.0046 0.0169 -0.0247
C 0.0733 -0.0495 -0.1033
O -0.1626 -0.0681 0.0837
C 0.0071 0.0336 0.0424
O -0.0192 -0.0104 0.0069
C -0.0386 -0.0411 -0.0327
C 0.1648 0.1589 0.0734
O -0.0658 -0.0510 -0.0020
O -0.0514 -0.1122 -0.1326
H 0.0010 -0.0037 0.0019
H -0.0068 -0.0096 0.0004
H -0.0055 -0.0099 0.0029
H -0.0111 0.0140 0.0106
H 0.0032 -0.0028 -0.0151
C 0.0039 0.0124 -0.0056
C -0.0084 -0.0055 0.0028
C -0.0020 0.0029 0.0068
C 0.0081 -0.0005 0.0065
C 0.0044 0.0329 -0.0468
C -0.0063 -0.0411 0.0275
C 0.0044 0.0105 -0.0181
N 0.0406 0.0270 -0.0339
C 0.0140 0.0258 -0.0257
C 0.0000 -0.0151 0.0605
C -0.0017 0.0035 0.0205
C -0.0050 -0.0300 -0.0419
C 0.0028 0.0491 0.0256
C -0.0082 -0.0560 -0.0309
C -0.0008 0.0197 0.0160
N -0.0433 -0.0620 0.0308
C 0.0166 -0.0171 0.0005
C -0.0016 -0.0022 -0.0142
C -0.0055 0.0052 0.0025
C -0.0114 0.0116 0.0026
H 0.0003 -0.0001 -0.0007
H -0.0026 -0.0046 0.0027
H 0.0015 -0.0030 0.0030
H 0.0008 0.0000 -0.0005
H 0.0017 -0.0004 -0.0003
H 0.0022 0.0000 -0.0050
H -0.0011 0.0003 -0.0007
H -0.0032 0.0008 -0.0040
H -0.0032 -0.0014 -0.0010
H -0.0012 0.0049 -0.0005
H 0.0012 0.0006 0.0104
H -0.0003 -0.0016 -0.0108
H 0.0019 -0.0037 0.0139
H 0.0004 0.0089 0.0013
H -0.0007 -0.0092 -0.0077
H 0.0032 -0.0021 0.0054
H -0.0006 0.0012 0.0020
H -0.0018 0.0038 0.0019
H -0.0020 -0.0018 -0.0018
H 0.0014 0.0043 -0.0029
H 0.0000 0.0008 0.0008
H 0.0017 -0.0034 -0.0032
H -0.0013 -0.0012 -0.0005
H 0.0051 -0.0037 0.0011
S -0.2182 -0.0293 0.0078
C 0.0757 0.0311 0.0182
C -0.0147 -0.0176 -0.0210
C -0.0098 0.0083 -0.0005
C 0.0096 -0.0082 -0.0046
C -0.0245 0.0257 0.0040
C 0.0353 0.0071 -0.0248
As -0.1264 -0.2319 -0.1127
C 0.0242 0.0354 0.0347
C 0.0004 -0.0069 0.0093
C 0.0055 -0.0047 -0.0293
C 0.0028 0.0144 0.0129
C -0.0061 -0.0330 -0.0007
C 0.0154 0.0247 -0.0066
C -0.0059 0.0344 -0.0216
C -0.0040 -0.0191 0.0294
C -0.0148 0.0403 -0.0215
C 0.0142 -0.0362 -0.0061
C 0.0454 0.0281 0.0092
C -0.0033 0.0015 -0.0147
H 0.0030 0.0008 0.0052
H -0.0003 -0.0013 -0.0009
H -0.0015 0.0037 -0.0009
H 0.0062 -0.0040 0.0048
H 0.0060 0.0049 -0.0057
H -0.0009 -0.0014 0.0051
H 0.0002 0.0020 0.0021
H -0.0007 0.0022 0.0000
H -0.0040 0.0014 -0.0090
H -0.0180 -0.0008 0.0020
H 0.0017 -0.0030 0.0009
H 0.0014 0.0040 0.0035
H -0.0006 -0.0103 -0.0036
H 0.0112 -0.0020 -0.0110
C -0.0543 0.0534 0.0303
Ge 0.0745 -0.0230 -0.0378
C -0.0010 0.0017 -0.0403
C -0.0190 -0.0206 0.0382
C -0.0571 -0.1227 -0.0129
H -0.0091 0.0006 -0.0231
H -0.0114 -0.0185 0.0082
H 0.0167 -0.0048 -0.0025
H 0.0175 -0.0078 0.0134
H -0.0159 0.0030 -0.0047
H -0.0124 0.0081 0.0057
H 0.0008 0.0002 -0.0075
H 0.0015 0.0088 -0.0047
H 0.0036 0.0030 -0.0074
H 0.0253 0.0056 0.0439

net charge: 0
DFT total energy: -6952.178478 a.u.
strongest force on any atom: 0.599 eV/Å
2S+1: 1
frontier orbital gap: 4.246 eV

---

C44H53N9O2S2Tl | wB97M-V/def2-TZVPD

Cartesian coordinates (Å):
Tl -0.2417 -0.5176 0.3979
C -1.8020 -0.2623 3.8992
C -0.4196 -0.9762 3.9263
N -0.3021 -1.9675 2.8723
C -1.1681 -3.1307 3.0046
C -1.7736 -3.5841 1.6612
N -2.3189 -2.5071 0.8404
C -3.6401 -2.0082 1.2028
C -3.6369 -1.1091 2.4598
N -2.4308 -0.3070 2.5881
H -1.6586 0.7722 4.2226
H -2.4549 -0.7338 4.6389
H -0.2725 -1.3943 4.9335
H 0.3637 -0.2403 3.7539
H 0.6656 -2.2209 2.7122
H -1.9702 -2.8927 3.7037
H -0.6324 -3.9949 3.4171
H -2.5295 -4.3573 1.8681
H -0.9778 -4.0528 1.0776
H -2.3517 -2.8221 -0.1214
H -4.3583 -2.8235 1.3787
H -4.0002 -1.4251 0.3516
H -3.7323 -1.7460 3.3399
H -4.5411 -0.4899 2.4232
H -2.5534 0.6139 2.1999
O -2.1272 1.9251 -6.9169
C -2.3368 2.6850 -5.7419
C -1.4961 2.1158 -4.6338
C -0.9027 2.9279 -3.6786
C -0.1657 2.3282 -2.6693
N -0.0003 1.0172 -2.5558
C -0.5327 0.2346 -3.4943
C -1.2844 0.7456 -4.5476
C -0.1948 -1.2138 -3.4421
C 0.2002 -1.8356 -4.6240
C 0.6492 -3.1486 -4.6011
C 1.0895 -3.8164 -5.8812
O 0.0656 -3.8316 -6.8588
C 0.6622 -3.8063 -3.3817
C 0.2213 -3.1244 -2.2590
N -0.1942 -1.8644 -2.2676
H -2.6343 2.3079 -7.6371
H -3.3913 2.6380 -5.4384
H -2.0777 3.7390 -5.8879
H -0.9975 4.0055 -3.7266
H 0.3393 2.9307 -1.9217
H -1.6907 0.1005 -5.3148
H 0.1986 -1.2919 -5.5599
H 1.4547 -4.8273 -5.6719
H 1.9040 -3.2440 -6.3269
H -0.6763 -4.3531 -6.5356
H 1.0075 -4.8300 -3.3037
H 0.1961 -3.6101 -1.2895
S -5.4186 2.1274 -2.1497
C -6.7021 3.0138 -2.8525
C -6.7425 4.2932 -2.3965
C -5.7243 4.5670 -1.4522
C -4.9163 3.4923 -1.1983
C -3.7904 3.3872 -0.2767
C -3.0002 2.2178 -0.2359
N -1.9356 2.0721 0.5088
C -1.5447 3.0797 1.3079
C -2.3221 4.2499 1.4348
C -1.9373 5.2543 2.3782
C -0.8057 5.1303 3.1017
C 0.0462 3.9888 2.9529
C 1.2305 3.8459 3.6887
C 2.0263 2.7314 3.5196
C 1.5993 1.8002 2.5492
N 0.4929 1.8918 1.8578
C -0.3118 2.9602 2.0529
C 3.2313 2.4786 4.3026
C 3.7129 3.1622 5.3847
C 4.8849 2.5905 5.9366
C 5.2890 1.4796 5.2678
S 4.2463 1.1071 3.9638
C -3.4521 4.3866 0.6147
H -7.3565 2.5325 -3.5608
H -7.4800 5.0152 -2.7135
H -5.5979 5.5356 -0.9906
H -3.2627 1.3666 -0.8595
H -2.5800 6.1174 2.5004
H -0.5150 5.8970 3.8090
H 1.5148 4.6283 4.3814
H 2.2148 0.9314 2.3336
H 3.2471 4.0486 5.7905
H 5.4019 2.9888 6.7965
H 6.1397 0.8482 5.4650
H -4.0537 5.2838 0.6918
C 4.8229 -3.6458 -1.8614
C 5.0980 -3.8634 -0.3722
N 4.4230 -2.8874 0.4782
C 5.2277 -1.7885 0.9865
C 5.5655 -0.7058 -0.0381
C 3.0765 -2.9345 0.6987
C 2.4085 -4.2709 0.4979
N 2.3525 -1.9602 1.1266
H 5.3218 -4.4145 -2.4527
H 5.1910 -2.6708 -2.1777
H 3.7532 -3.6816 -2.0701
H 6.1683 -3.7741 -0.1869
H 4.8028 -4.8735 -0.0845
H 6.1545 -2.2150 1.3784
H 4.7043 -1.3422 1.8332
H 6.2757 -1.0736 -0.7785
H 6.0211 0.1461 0.4675
H 4.6675 -0.3654 -0.5555
H 2.9431 -5.0536 1.0359
H 2.3694 -4.5499 -0.5544
H 1.3977 -4.2044 0.8887
H 2.8781 -1.0984 1.2513

Force components x, y, z for each atom (eV/Å):
Tl -0.1807 -0.0977 0.1114
C 0.2095 -0.2410 -0.0680
C -0.1907 0.0310 -0.0667
N 0.0897 -0.1638 0.0780
C -0.0746 0.0728 -0.3147
C 0.0503 0.1474 0.1487
N -0.0153 -0.1597 -0.1342
C 0.1153 0.1970 0.1601
C 0.1099 -0.1912 -0.2541
N -0.1851 0.3220 0.0939
H -0.0161 -0.0311 0.0274
H -0.0374 0.0676 0.0110
H 0.0730 0.0432 -0.0205
H 0.0997 0.0317 0.0554
H 0.0093 -0.0266 -0.0215
H 0.0257 -0.0385 0.0287
H -0.0855 0.0214 0.1015
H 0.0666 -0.0411 0.0156
H -0.0056 -0.0376 -0.0360
H -0.0122 -0.0108 0.0100
H -0.0279 0.0293 -0.0836
H -0.0086 -0.0316 -0.0062
H 0.0053 0.0589 0.0463
H -0.0085 -0.0572 0.0608
H -0.0294 0.0414 0.0033
O 0.1069 -0.0813 0.0141
C -0.1073 0.1240 0.0664
C 0.0666 -0.0978 -0.0465
C -0.0695 -0.0637 -0.0290
C -0.0451 0.0855 0.1124
N 0.1677 -0.2127 0.1497
C -0.1584 0.2339 -0.0757
C -0.0360 0.0019 -0.0121
C 0.2409 -0.4158 -0.1584
C -0.0006 0.0432 0.0882
C -0.0410 -0.0658 -0.0277
C -0.0103 -0.0320 0.0205
O -0.0425 0.0680 -0.0479
C 0.0315 -0.0263 -0.0485
C -0.1001 0.0764 0.1493
N -0.0794 0.3311 -0.3749
H -0.0569 0.0205 -0.0184
H 0.0251 0.0488 0.0207
H 0.0084 -0.0369 -0.0193
H 0.0152 -0.0027 0.0239
H -0.0846 0.0348 0.0479
H -0.0233 -0.0514 0.0577
H -0.0224 0.0373 0.0180
H 0.0235 0.0352 0.0122
H 0.0292 -0.0577 0.0196
H 0.0203 -0.0165 0.0219
H -0.0251 -0.0086 0.0090
H 0.0379 -0.0788 0.0283
S -0.0362 0.2836 0.1136
C 0.0929 -0.1204 -0.0041
C -0.1340 -0.0031 -0.0633
C 0.1667 -0.0295 0.0807
C -0.3089 -0.1885 -0.2527
C 0.1629 0.0512 0.2537
C -0.0267 0.1016 -0.0964
N 0.2793 -0.2257 -0.1064
C -0.2670 0.2698 -0.0341
C 0.1400 -0.2478 -0.0629
C 0.0675 0.1701 0.0970
C -0.0982 0.1222 0.0302
C -0.1009 -0.3042 -0.2234
C 0.1418 -0.0825 -0.0202
C -0.2426 0.0713 -0.1108
C -0.0122 0.0663 -0.0310
N -0.3015 0.2244 0.0021
C 0.3205 0.1665 0.3242
C 0.3494 -0.2389 0.1003
C -0.1202 0.0300 -0.1125
C 0.1259 -0.0137 0.0416
C -0.0359 -0.1016 -0.0993
S -0.0952 0.2815 0.1438
C -0.0293 -0.1557 -0.0859
H -0.0102 0.0383 -0.0149
H 0.0057 0.0056 -0.0138
H 0.0193 -0.0090 0.0362
H 0.0305 0.0128 -0.0187
H 0.0402 0.0366 -0.0205
H -0.0262 0.0067 0.0097
H -0.0218 -0.0102 0.0404
H -0.0135 -0.0638 0.0558
H -0.0470 -0.0118 -0.0092
H 0.0097 0.0055 -0.0048
H 0.0163 0.0279 0.0335
H 0.0195 0.0215 -0.0008
C 0.0908 0.0071 0.1589
C -0.2002 0.0049 -0.1866
N 0.1349 -0.0687 0.0936
C 0.0208 0.2033 -0.1288
C -0.0625 -0.0808 0.1028
C 0.2251 0.0475 0.0427
C 0.0059 0.0825 -0.0297
N -0.1905 -0.0438 0.2965
H -0.0218 0.0058 -0.0317
H -0.0065 0.0001 -0.0505
H -0.0066 -0.0214 -0.0408
H -0.0126 -0.0408 0.0768
H 0.0643 -0.0005 0.0184
H -0.0327 -0.0040 0.0422
H 0.0381 -0.0816 0.0339
H -0.0272 0.0146 -0.0453
H 0.0194 0.0253 -0.0356
H 0.0011 0.0280 -0.0091
H -0.0027 -0.0025 -0.0038
H -0.0035 -0.0415 -0.0191
H -0.0546 0.0138 -0.0412
H 0.1127 -0.0624 -0.1690

net charge: +1
DFT total energy: -3320.464759 a.u.
strongest force on any atom: 0.506 eV/Å
2S+1: 1
frontier orbital gap: 7.301 eV